[1]
C35H29CoN14O4Sb | the ωB97M-V functional and the def2-TZVPD basis

Calculated values
Kohn-Sham gap (alpha / beta) = 3.673 / 5.381 eV
⟨S²⟩ = 0.778
Total charge = -2
2S+1 = 2
LUMO (alpha / beta) = 0.1156 / 0.1156 Ha

Last column: Mulliken spin population.
Cartesian coordinates (Å):
1 Co 0.148 0.797 -1.035  0.00
2 N -9.463 -2.688 -1.287  0.04
3 C -8.353 -2.374 -1.236  -0.01
4 C -6.991 -1.988 -1.177  0.10
5 C -6.332 -1.851 0.055  -0.04
6 C -5.026 -1.424 0.104  0.08
7 C -4.297 -1.121 -1.065  0.11
8 C -4.958 -1.314 -2.296  0.09
9 C -6.270 -1.719 -2.353  -0.03
10 C -2.953 -0.576 -1.010  0.08
11 C -2.692 0.532 -0.156  -0.06
12 C -3.619 1.230 0.652  0.19
13 C -2.941 2.309 1.211  -0.05
14 C -1.641 2.250 0.723  0.14
15 N -1.483 1.187 -0.092  0.03
16 C -1.957 -1.117 -1.875  -0.03
17 C -2.077 -2.271 -2.675  0.18
18 C -0.862 -2.436 -3.340  -0.06
19 C -0.041 -1.402 -2.915  0.13
20 N -0.687 -0.614 -2.024  0.03
21 H -6.866 -2.088 0.967  0.00
22 H -4.528 -1.337 1.061  0.01
23 H -4.433 -1.073 -3.210  0.00
24 H -6.771 -1.814 -3.309  0.00
25 H -4.663 0.991 0.766  0.01
26 H -3.329 3.059 1.883  0.00
27 H -0.842 2.940 0.920  0.04
28 H -2.944 -2.909 -2.733  0.01
29 H -0.600 -3.202 -4.054  0.00
30 H 0.952 -1.177 -3.265  0.02
31 N 1.638 1.796 -3.859  0.00
32 C 2.374 1.092 -2.948  0.00
33 N 3.663 0.810 -3.075  0.00
34 N 3.951 0.048 -2.012  0.00
35 N 2.901 -0.138 -1.286  0.00
36 N 1.864 0.509 -1.861  -0.01
37 C 0.367 2.238 -3.566  0.00
38 N -0.367 2.962 -4.387  0.00
39 N -1.540 3.123 -3.744  0.00
40 N -1.519 2.531 -2.606  0.00
41 N -0.313 1.956 -2.445  0.00
42 H 2.148 2.322 -4.545  0.00
43 C 3.993 -3.190 -2.545  0.00
44 Sb 2.539 -3.011 -0.944  0.00
45 C 2.425 -5.213 -0.795  0.00
46 C 4.096 -2.912 0.565  0.00
47 H 4.586 -4.094 -2.398  0.00
48 H 4.634 -2.312 -2.521  0.00
49 H 3.493 -3.240 -3.512  0.00
50 H 3.415 -5.645 -0.635  0.00
51 H 2.007 -5.616 -1.719  0.00
52 H 1.777 -5.501 0.035  0.00
53 H 4.869 -3.648 0.342  0.00
54 H 3.680 -3.114 1.554  0.00
55 H 4.525 -1.911 0.545  0.00
56 N 0.544 -0.450 0.330  0.00
57 C 0.611 -0.723 1.436  0.00
58 C 0.669 -1.181 2.769  0.00
59 C -0.502 -1.636 3.389  0.00
60 C -0.448 -2.138 4.672  0.00
61 C 0.761 -2.196 5.356  0.00
62 C 1.919 -1.724 4.750  0.00
63 C 1.882 -1.217 3.467  0.00
64 H -1.436 -1.579 2.845  0.00
65 H -1.355 -2.481 5.153  0.00
66 H 0.799 -2.599 6.360  0.00
67 H 2.856 -1.748 5.291  0.00
68 H 2.776 -0.843 2.986  0.00
69 O 2.051 3.539 -1.405  0.00
70 C 1.719 3.176 -0.284  0.01
71 O 1.035 2.146 0.048  -0.02
72 C 2.141 4.021 0.903  0.00
73 C 2.983 5.104 0.673  0.00
74 C 3.386 5.915 1.726  0.00
75 C 2.944 5.660 3.008  0.00
76 C 2.097 4.577 3.236  0.00
77 C 1.700 3.751 2.187  0.00
78 N 1.634 4.320 4.572  0.00
79 O 2.003 5.063 5.470  0.00
80 O 0.898 3.375 4.767  0.00
81 H 3.310 5.287 -0.341  0.00
82 H 4.050 6.750 1.541  0.00
83 H 3.232 6.281 3.843  0.00
84 H 1.052 2.907 2.379  0.01

=====

[2]
C35H30AsBF4N6NiOSe | the ωB97M-V functional and the def2-TZVPD basis

Calculated values
Kohn-Sham gap (alpha / beta) = 5.819 / 7.212 eV
⟨S²⟩ = 2.006
Total charge = 0
2S+1 = 3
LUMO (alpha / beta) = -0.0167 / -0.0167 Ha

Last column: Mulliken spin population.
Cartesian coordinates (Å):
1 Ni 0.300 0.946 0.970  1.73
2 Se -1.938 3.284 7.851  0.00
3 N -1.426 1.706 7.222  0.00
4 C -1.222 1.873 5.951  0.00
5 C -0.809 0.796 5.054  0.00
6 C -0.657 -0.525 5.472  0.00
7 C -0.285 -1.474 4.553  0.00
8 C -0.054 -1.077 3.241  0.00
9 N -0.185 0.175 2.844  0.02
10 C -0.578 1.102 3.718  0.01
11 C -0.775 2.469 3.193  -0.02
12 N -0.497 2.675 1.895  0.02
13 C -0.801 3.846 1.358  0.00
14 C -1.343 4.899 2.087  0.00
15 C -1.543 4.727 3.436  0.00
16 C -1.254 3.491 4.009  0.00
17 C -1.450 3.209 5.431  0.00
18 N -1.838 4.107 6.284  0.00
19 H -0.839 -0.777 6.509  0.00
20 H -0.172 -2.515 4.831  0.00
21 H 0.253 -1.782 2.475  0.00
22 H -0.595 3.957 0.298  0.00
23 H -1.592 5.830 1.592  0.00
24 H -1.928 5.524 4.063  0.00
25 F -1.849 0.591 0.587  0.01
26 B -2.865 -0.368 1.070  0.02
27 F -3.038 -0.154 2.447  0.00
28 F -2.360 -1.685 0.842  0.00
29 F -4.041 -0.145 0.348  0.00
30 C 2.263 1.021 1.667  0.23
31 H 2.952 0.980 0.809  -0.01
32 H 2.480 0.159 2.307  -0.02
33 H 2.463 1.944 2.243  -0.01
34 C 3.316 4.386 -2.194  0.00
35 N 2.222 3.468 -1.897  0.00
36 C 1.306 2.959 -2.792  0.00
37 C 0.501 2.138 -2.062  0.00
38 N 0.911 2.127 -0.742  -0.01
39 C 1.941 2.938 -0.683  0.00
40 H 3.443 4.450 -3.271  0.00
41 H 4.240 4.021 -1.753  0.00
42 H 3.109 5.381 -1.804  0.00
43 H 1.308 3.222 -3.841  0.00
44 H -0.333 1.560 -2.406  0.00
45 H 2.506 3.169 0.215  0.00
46 O 0.583 -0.926 0.087  -0.02
47 As 0.034 -1.774 -1.231  0.02
48 C 1.267 -1.330 -2.664  0.00
49 C 2.584 -1.070 -2.290  0.00
50 C 3.513 -0.674 -3.242  0.00
51 C 3.123 -0.523 -4.570  0.00
52 C 1.811 -0.785 -4.945  0.00
53 C 0.880 -1.189 -3.993  0.00
54 C 0.331 -3.643 -0.869  0.00
55 C 1.284 -4.357 -1.592  0.00
56 C 1.511 -5.697 -1.297  0.00
57 C 0.783 -6.320 -0.293  0.00
58 C -0.169 -5.605 0.426  0.00
59 C -0.396 -4.266 0.143  0.00
60 C -1.661 -1.709 -2.170  0.00
61 C -2.392 -0.554 -2.412  0.00
62 C -3.470 -0.591 -3.283  0.00
63 C -3.818 -1.775 -3.921  0.00
64 C -3.102 -2.937 -3.663  0.00
65 C -2.025 -2.907 -2.786  0.00
66 H 2.863 -1.161 -1.249  0.00
67 H 4.539 -0.480 -2.952  0.00
68 H 3.841 -0.196 -5.313  0.00
69 H 1.508 -0.671 -5.980  0.00
70 H -0.141 -1.387 -4.291  0.00
71 H 1.843 -3.877 -2.381  0.00
72 H 2.258 -6.251 -1.852  0.00
73 H 0.961 -7.366 -0.064  0.00
74 H -0.737 -6.093 1.209  0.00
75 H -1.138 -3.700 0.696  0.00
76 H -2.165 0.358 -1.887  0.00
77 H -4.046 0.308 -3.459  0.00
78 H -4.658 -1.798 -4.608  0.00
79 H -3.378 -3.868 -4.144  0.00
80 H -1.471 -3.813 -2.584  0.00

=====

[3]
C35H30AsCl2NO3PdSi | the ωB97M-V functional and the def2-TZVPD basis

Calculated values
Kohn-Sham gap = 5.609 eV
Total charge = 0
LUMO = -0.0628 Ha

Last column: Löwdin charge in e.
Cartesian coordinates (Å):
1 Pd -0.274 -0.241 -0.158  0.75
2 Cl 2.936 -2.383 2.899  0.72
3 C 2.011 -3.313 1.787  -0.59
4 C 2.285 -4.664 1.618  -0.13
5 C 1.576 -5.402 0.700  -0.63
6 Cl 1.947 -7.080 0.508  0.69
7 C 0.568 -4.813 -0.090  -0.18
8 C -0.178 -5.501 -1.067  -0.02
9 C -1.116 -4.819 -1.797  -0.04
10 C -1.305 -3.454 -1.551  -0.15
11 N -0.633 -2.783 -0.641  0.08
12 C 0.286 -3.433 0.096  -0.14
13 C 0.978 -2.654 1.096  -0.39
14 O 0.656 -1.447 1.342  -0.21
15 H 3.056 -5.131 2.211  0.11
16 H -0.011 -6.558 -1.206  0.09
17 H -1.698 -5.306 -2.563  0.11
18 H -2.025 -2.891 -2.126  0.09
19 C -2.700 -0.298 -1.706  -0.17
20 Si -1.320 0.137 -2.991  0.50
21 C 0.177 -1.069 -3.134  -0.14
22 C -2.088 0.379 -4.693  -0.23
23 C -3.106 -0.471 -5.109  -0.11
24 C -3.714 -0.321 -6.340  -0.09
25 C -3.293 0.682 -7.196  -0.09
26 C -2.242 1.505 -6.824  -0.08
27 C -1.657 1.364 -5.576  -0.09
28 H -3.552 -0.810 -2.139  0.02
29 H -3.059 0.650 -1.299  0.04
30 H -2.338 -0.907 -0.857  -0.01
31 H 0.911 -0.621 -3.798  0.04
32 H -0.083 -2.039 -3.541  0.02
33 H 0.671 -1.217 -2.158  0.00
34 H -3.438 -1.263 -4.456  0.09
35 H -4.522 -0.975 -6.632  0.10
36 H -3.785 0.816 -8.148  0.10
37 H -1.890 2.265 -7.511  0.10
38 H -0.862 2.031 -5.273  0.10
39 O -0.345 1.598 -1.151  -0.42
40 O -0.680 1.582 -2.527  -0.30
41 C -0.548 6.120 2.444  -0.08
42 C -0.412 5.283 3.539  -0.08
43 C -0.163 3.933 3.348  -0.10
44 C -0.035 3.425 2.058  -0.34
45 C -0.181 4.271 0.960  -0.10
46 C -0.433 5.618 1.156  -0.07
47 As 0.256 1.514 1.660  1.42
48 C -0.018 0.613 3.382  -0.38
49 C 0.904 0.441 4.405  -0.10
50 C 0.577 -0.346 5.499  -0.08
51 C -0.668 -0.946 5.588  -0.08
52 C -1.593 -0.781 4.569  -0.08
53 C -1.262 -0.007 3.474  -0.14
54 C 2.188 1.517 1.452  -0.35
55 C 3.024 2.292 2.250  -0.11
56 C 4.397 2.207 2.100  -0.08
57 C 4.945 1.357 1.152  -0.08
58 C 4.119 0.599 0.338  -0.07
59 C 2.746 0.691 0.484  -0.12
60 H -0.755 7.169 2.597  0.10
61 H -0.512 5.682 4.540  0.11
62 H -0.070 3.268 4.202  0.10
63 H -0.115 3.851 -0.039  0.09
64 H -0.558 6.282 0.311  0.11
65 H 1.889 0.891 4.337  0.10
66 H 1.300 -0.499 6.289  0.11
67 H -0.920 -1.547 6.449  0.10
68 H -2.558 -1.266 4.623  0.10
69 H -1.964 0.111 2.647  0.09
70 H 2.598 2.971 2.985  0.10
71 H 5.041 2.807 2.726  0.10
72 H 6.017 1.282 1.050  0.10
73 H 4.541 -0.060 -0.407  0.11
74 H 2.079 0.111 -0.168  0.07